{
  "formula": "C20H39MnN2O2P3S",
  "method": "ωB97M-V with the def2-TZVPD basis set",
  "energy_ev": -98425.96902,
  "e_homo_ev": [-20.83, -20.78],
  "e_lumo_ev": [-13.913, -15.513],
  "charge": 4,
  "largest_force_ev_per_a": 4.78,
  "spin_multiplicity": 4,
  "orbital_gap_ev": [6.9, 5.3],
  "symbols": ["P", "C", "H", "H", "H", "C", "H", "H", "H", "C", "H", "H", "H", "P", "C", "H", "H", "H", "C", "H", "H", "H", "C", "H", "H", "H", "P", "C", "H", "H", "H", "C", "H", "H", "H", "C", "H", "H", "H", "Mn", "C", "O", "C", "O", "C", "C", "C", "C", "C", "C", "H", "H", "H", "H", "H", "H", "S", "C", "N", "C", "C", "N", "H", "H", "H", "H", "H", "H"],
  "xyz": [[2.850193, -0.555718, -0.197574], [3.631509, -0.805462, 1.412940], [4.712556, -0.819543, 1.231725], [3.307734, -1.761530, 1.838964], [3.367925, 0.019073, 2.082167], [3.296648, -2.095892, -1.071247], [3.177384, -2.005821, -2.154095], [2.671660, -2.913256, -0.692265], [4.351086, -2.301978, -0.848045], [3.884815, 0.726741, -0.938316], [4.911347, 0.352656, -0.960611], [3.819418, 1.626397, -0.316935], [3.539001, 0.950049, -1.953131], [-0.839738, 2.897113, -0.724498], [-0.895055, 3.899203, 0.789289], [-1.370899, 4.859681, 0.557082], [0.104589, 4.104516, 1.179914], [-1.480044, 3.406312, 1.570194], [0.182843, 3.932601, -1.827174], [0.120046, 3.558016, -2.848616], [1.218418, 3.872455, -1.469746], [-0.185466, 4.958357, -1.760683], [-2.552237, 3.052334, -1.349445], [-2.744744, 4.109854, -1.556510], [-3.234826, 2.674396, -0.576416], [-2.661546, 2.449966, -2.257910], [-2.193709, -1.985858, -0.159686], [-2.994562, -2.309584, 1.407819], [-3.698755, -3.127806, 1.227696], [-3.536832, -1.414253, 1.715589], [-2.268027, -2.605218, 2.167947], [-3.554253, -1.838647, -1.322342], [-4.271216, -2.630335, -1.091316], [-3.230189, -1.955467, -2.356544], [-4.026312, -0.863826, -1.182929], [-1.369853, -3.570097, -0.560167], [-2.162165, -4.326874, -0.683226], [-0.701575, -3.889756, 0.249685], [-0.802004, -3.519667, -1.497373], [-0.248062, 0.630596, -1.467834], [1.047544, 0.765347, -0.023779], [1.159605, 1.500963, 0.951901], [-1.457100, -0.145060, -0.078329], [-1.906669, 0.593251, 0.799918], [-1.349999, -0.155710, -3.093366], [-0.694720, -1.421324, -3.061078], [0.682472, -1.456292, -3.000152], [1.437953, -0.293565, -3.117337], [0.799979, 0.974811, -3.214126], [-0.635702, 1.052946, -3.421104], [-2.445608, -0.136462, -3.112626], [-1.260992, -2.345937, -3.072897], [1.180443, -2.422363, -2.825396], [2.519801, -0.344577, -3.183458], [1.420124, 1.887590, -3.259124], [-1.169373, 1.993752, -3.597083], [0.462071, -1.623924, 1.594567], [0.306110, -0.900711, 3.163555], [1.301588, -0.821050, 4.066874], [0.892350, -0.169947, 5.311040], [-0.595603, 0.056548, 5.100774], [-0.802010, -0.366150, 3.724253], [2.219432, -1.187592, 3.902773], [1.434527, 0.770972, 5.418127], [1.110932, -0.814227, 6.163999], [-0.877933, 1.103931, 5.204490], [-1.195564, -0.548302, 5.782930], [-1.708793, -0.330679, 3.268286]],
  "forces_ev_per_a": [[1.071, 0.227, 0.676], [-0.269, 0.040, 0.179], [-0.130, 0.031, 0.206], [0.210, 0.165, -0.113], [0.188, -0.039, -0.038], [-0.818, -0.072, -0.187], [0.174, -0.146, 0.285], [0.261, -0.012, -0.130], [-0.169, 0.106, 0.064], [-0.424, 0.206, -0.127], [-0.010, 0.122, -0.069], [0.153, -0.078, -0.158], [0.318, 0.138, 0.224], [-0.805, 1.387, -1.297], [0.423, -0.757, 0.859], [-0.014, -0.239, -0.343], [-0.066, -0.098, -0.100], [0.049, 0.038, -0.114], [0.098, -0.622, 0.299], [0.050, 0.382, 0.014], [-0.126, 0.238, -0.177], [0.111, -0.006, -0.086], [0.296, -0.609, 0.169], [-0.075, -0.148, -0.002], [0.064, 0.197, -0.258], [-0.289, 0.322, 0.165], [-1.003, -0.547, 0.533], [0.088, 0.255, 0.101], [0.025, 0.069, 0.199], [-0.105, -0.100, 0.102], [-0.152, -0.040, -0.021], [0.031, 0.212, -0.171], [-0.027, 0.070, -0.056], [-0.202, -0.032, 0.106], [-0.168, -0.087, -0.081], [0.728, 0.377, -0.209], [0.065, 0.355, 0.083], [-0.205, 0.073, -0.186], [-0.123, -0.173, 0.365], [-0.313, -0.541, 2.826], [0.530, 2.479, 3.740], [0.188, -3.182, -3.559], [-0.462, 1.413, 1.689], [0.519, -2.331, -1.902], [-0.963, 0.295, -1.964], [-0.449, 1.322, 0.196], [0.662, -1.045, 0.378], [-0.586, 1.359, -0.292], [0.433, 0.518, -2.259], [0.798, -0.896, 0.796], [0.495, 0.065, -0.185], [-0.029, 0.196, 0.100], [-0.210, 0.494, -0.485], [-0.161, 0.071, 0.225], [-0.358, -0.667, -0.340], [0.390, -0.491, -0.186], [0.162, -0.287, 0.396], [-0.235, 1.037, 2.551], [-0.784, -0.375, -1.486], [0.586, 0.288, 0.321], [-0.508, 0.150, 0.574], [0.427, -0.878, -1.848], [0.278, -0.182, 0.012], [0.067, -0.113, 0.097], [0.041, 0.066, -0.084], [-0.020, -0.076, 0.084], [-0.084, 0.080, -0.108], [0.364, 0.026, 0.006]]
}


{
  "formula": "C20H39MoN2O2P3S",
  "method": "ωB97M-V with the def2-TZVPD basis set",
  "energy_ev": -68958.14261,
  "e_homo_ev": [-17.93, -17.93],
  "e_lumo_ev": [-14.693, -14.688],
  "e_above_lowest_kcal_mol": 30.91,
  "charge": 4,
  "largest_force_ev_per_a": 5.56,
  "spin_multiplicity": 3,
  "orbital_gap_ev": [3.2, 3.2],
  "symbols": ["P", "C", "H", "H", "H", "C", "H", "H", "H", "C", "H", "H", "H", "P", "C", "H", "H", "H", "C", "H", "H", "H", "C", "H", "H", "H", "P", "C", "H", "H", "H", "C", "H", "H", "H", "C", "H", "H", "H", "Mo", "C", "O", "C", "O", "C", "C", "C", "C", "C", "C", "H", "H", "H", "H", "H", "H", "S", "C", "N", "C", "C", "N", "H", "H", "H", "H", "H", "H"],
  "xyz": [[-0.585634, -2.828158, -2.357524], [-2.288742, -3.380793, -2.494329], [-2.319580, -4.179086, -3.254529], [-2.959669, -2.577822, -2.818705], [-2.697457, -3.779228, -1.559576], [-0.310976, -1.640885, -3.683748], [0.658863, -1.140632, -3.549625], [-1.129039, -0.899494, -3.658507], [-0.313506, -2.212368, -4.625408], [0.371470, -4.316280, -2.707341], [0.045491, -4.595914, -3.727673], [0.144759, -5.120235, -1.989106], [1.448065, -4.108465, -2.692135], [1.847183, -1.138873, 3.512060], [0.134359, -1.675537, 3.993722], [-0.067378, -1.817417, 5.063305], [-0.092895, -2.623933, 3.476223], [-0.555684, -0.889691, 3.641525], [2.890800, -2.605173, 3.981718], [3.871481, -2.383813, 3.526603], [2.437552, -3.510453, 3.544875], [3.029753, -2.730901, 5.062495], [2.291440, 0.029725, 4.886242], [2.340444, -0.433988, 5.878437], [1.561622, 0.854868, 4.894566], [3.303309, 0.381898, 4.621198], [-1.102028, 3.789360, -0.235744], [-2.835442, 3.965233, 0.220565], [-3.218320, 4.926471, -0.104697], [-2.958910, 3.868694, 1.304188], [-3.377188, 3.129516, -0.235222], [-0.152904, 5.207514, 0.416070], [-0.469004, 6.132851, -0.072357], [0.909432, 5.015115, 0.221876], [-0.250272, 5.249914, 1.507998], [-0.973580, 3.977863, -2.049669], [-0.964599, 5.048749, -2.283637], [-1.755954, 3.425458, -2.588647], [-0.017236, 3.533013, -2.365819], [2.780534, 0.739697, -1.026847], [-0.210358, -2.096269, -0.735836], [-0.257391, -1.509879, 0.273114], [0.678109, 1.720705, -0.155712], [-0.021917, 1.049704, 0.504697], [4.399674, 1.986859, -0.621289], [4.062288, 2.097483, -1.982891], [3.921012, 0.940193, -2.772824], [4.123493, -0.347880, -2.214688], [4.478997, -0.457628, -0.852245], [4.619879, 0.708387, -0.063337], [4.400273, 2.873189, -0.003101], [3.823546, 3.092790, -2.369203], [3.576589, 1.029058, -3.811375], [3.943287, -1.229092, -2.835982], [4.530701, -1.427953, -0.377419], [4.746950, 0.657398, 1.009721], [-2.590441, 0.421480, -1.773031], [-3.417024, -0.223584, -0.444314], [-4.505032, -1.035317, -0.470235], [-5.049704, -1.339674, 0.847695], [-4.129378, -0.535390, 1.779215], [-3.154199, 0.036430, 0.866805], [-4.908132, -1.348953, -1.347951], [-4.981738, -2.421921, 1.029818], [-6.097455, -1.017975, 0.902106], [-3.611090, -1.172535, 2.507627], [-4.683713, 0.264705, 2.290393], [-2.357785, 0.598867, 1.147420]],
  "forces_ev_per_a": [[-1.047, -1.542, -2.898], [-1.027, 0.193, 0.647], [0.347, 0.130, 0.221], [0.372, 0.139, 0.086], [0.178, -0.118, -0.088], [0.288, 0.917, 0.622], [-0.200, -0.111, -0.280], [0.341, -0.343, -0.038], [0.019, -0.040, 0.307], [0.657, 0.113, 0.796], [0.112, 0.110, 0.402], [-0.001, 0.205, -0.293], [-0.168, -0.153, -0.128], [-0.351, -0.767, 1.764], [-0.168, 0.124, -0.579], [0.436, 0.049, -0.156], [-0.016, 0.374, 0.158], [0.058, -0.333, 0.085], [0.002, 0.431, -0.825], [-0.238, -0.524, 0.227], [0.429, 0.274, 0.147], [-0.252, 0.148, -0.227], [0.164, 0.259, -0.927], [-0.179, -0.154, -0.328], [0.482, -0.133, 0.067], [-0.435, 0.231, 0.346], [-0.825, 2.832, -1.227], [0.100, -1.413, 0.703], [0.044, 0.301, -0.242], [0.045, 0.210, -0.086], [-0.100, 0.303, -0.128], [0.609, -1.189, 0.746], [-0.153, -0.098, 0.007], [-0.137, 0.261, -0.148], [-0.175, 0.229, -0.250], [0.400, -1.150, 0.019], [-0.118, -0.141, 0.060], [0.039, 0.356, 0.308], [-0.143, 0.363, -0.022], [-4.544, 0.291, 1.095], [-0.825, 3.139, 4.513], [0.593, -3.034, -4.057], [-2.087, -3.258, 2.490], [2.561, 2.761, -2.183], [0.909, 0.699, 0.357], [0.397, 1.446, -0.698], [0.258, 0.088, -1.743], [0.572, -0.786, -0.872], [0.862, -0.963, 0.308], [0.939, 0.208, 0.916], [0.129, -0.032, 0.089], [0.078, -0.463, -0.076], [0.170, -0.018, 0.486], [0.184, 0.255, 0.302], [0.130, -0.040, -0.042], [0.133, -0.251, 0.005], [0.554, -0.421, -0.015], [-1.328, -0.598, 1.562], [1.244, 0.657, -1.027], [-0.329, -0.452, 0.016], [-0.152, 0.037, 0.733], [0.708, 0.243, -1.365], [-0.041, 0.285, 0.361], [-0.191, 0.355, 0.052], [0.304, -0.176, 0.087], [-0.355, 0.221, -0.037], [0.235, -0.328, 0.004], [-0.497, -0.204, -0.111]]
}